C28H32ClF6N14O3PS2Ti as an isolated structure. Source: the OMol25 dataset; level of theory: wB97M-V/def2-TZVPD.

The geometry in XYZ format:
```
88
Properties=species:S:1:pos:R:3:forces:R:3:lowdin_charge:R:1
Ti 2.018 2.070 1.201 0.37 -0.04 -0.28 0.92
N 3.773 2.075 4.249 -0.06 0.11 -0.06 0.16
C 2.412 1.922 4.295 -0.02 -0.04 0.02 -0.47
N 1.721 1.758 5.404 0.01 0.00 0.03 0.04
N 0.444 1.595 4.982 0.06 0.03 -0.07 -0.08
N 0.369 1.651 3.707 -0.01 -0.04 0.03 -0.06
N 1.623 1.871 3.214 -0.09 0.04 -0.13 -0.12
C 4.511 2.047 3.092 -0.11 -0.05 -0.02 -0.47
N 5.822 2.102 3.056 -0.02 -0.03 -0.12 0.04
N 6.116 2.002 1.738 0.23 0.00 -0.17 -0.08
N 5.060 1.889 1.027 0.10 0.00 0.24 -0.08
N 3.985 1.915 1.865 -0.50 0.08 -0.02 -0.11
H 4.266 2.190 5.116 0.02 -0.03 0.04 0.14
O -0.067 -1.003 -3.792 0.00 0.06 -0.03 -0.32
S -0.157 0.422 -3.553 -0.03 -0.05 0.04 0.62
O -1.506 0.944 -3.480 0.03 0.02 -0.02 -0.32
N 0.649 0.813 -2.183 0.02 0.07 0.03 -0.14
C 1.733 1.605 -2.480 -0.03 -0.10 -0.01 -0.73
S 3.019 1.525 -1.317 -0.08 0.04 0.08 0.86
C 1.877 1.939 -3.860 -0.02 0.07 0.01 -0.26
C 2.848 2.712 -4.518 0.02 0.01 -0.03 -0.03
C 2.736 2.905 -5.878 0.01 0.00 0.02 -0.09
C 1.685 2.347 -6.623 0.00 0.00 -0.01 -0.10
C 0.730 1.566 -5.993 0.00 -0.02 0.01 -0.06
C 0.844 1.375 -4.629 0.00 -0.04 0.02 -0.24
H 3.662 3.154 -3.958 0.00 -0.01 0.00 0.11
H 3.480 3.506 -6.387 -0.01 0.00 0.00 0.10
H 1.627 2.523 -7.689 0.00 0.00 0.00 0.09
H -0.080 1.109 -6.548 0.00 0.01 0.00 0.12
F 2.885 4.634 2.153 0.01 0.09 0.01 -0.14
P 1.763 5.278 1.190 0.01 -0.06 0.03 0.20
F 2.065 3.856 0.154 0.02 -0.11 0.26 -0.33
F 2.881 6.038 0.369 0.00 -0.01 0.00 -0.10
F 0.652 5.711 0.139 -0.01 -0.01 -0.01 -0.12
F 0.681 4.304 1.914 0.00 0.02 0.04 -0.17
F 1.472 6.476 2.171 0.00 0.02 -0.02 -0.09
C -2.986 2.992 -1.019 0.04 0.02 0.00 -0.06
C -2.633 2.393 0.346 0.01 0.05 -0.06 -0.17
C -1.201 2.166 0.477 -0.25 -0.10 -0.04 -0.10
N -0.079 1.983 0.574 0.23 0.00 0.15 0.16
H -4.066 3.115 -1.083 -0.01 -0.01 -0.01 0.08
H -2.653 2.339 -1.825 -0.01 0.00 0.00 0.05
H -2.514 3.966 -1.145 0.00 0.00 0.00 0.08
H -3.130 1.433 0.498 0.03 0.06 -0.01 0.09
H -2.922 3.050 1.168 -0.01 0.01 0.01 0.13
C -1.779 -5.508 1.438 -0.01 -0.01 0.00 -0.05
C -0.640 -4.477 1.484 0.02 -0.02 0.00 -0.50
C -1.057 -3.391 2.481 -0.02 -0.03 0.01 -0.03
C 0.604 -5.206 2.011 -0.03 0.02 -0.01 -0.05
C -0.381 -3.922 0.042 0.02 -0.02 0.01 -0.42
O -0.240 -5.051 -0.845 0.07 0.05 0.04 -0.02
C -1.535 -3.063 -0.507 -0.08 -0.05 -0.02 -0.08
C -1.633 -1.570 -0.149 -0.01 0.02 0.05 -0.13
C -3.043 -1.061 -0.307 0.00 0.00 -0.02 -0.23
C -3.508 -0.648 -1.553 -0.01 -0.08 -0.01 -0.02
C -4.797 -0.157 -1.705 0.02 -0.01 0.00 -0.09
C -5.625 -0.077 -0.599 0.00 0.00 0.01 -0.67
Cl -7.239 0.558 -0.778 0.01 0.00 0.00 0.64
C -5.190 -0.483 0.652 -0.02 -0.02 -0.01 -0.11
C -3.901 -0.978 0.787 0.01 0.01 0.00 -0.05
C 1.004 -3.272 -0.192 -0.04 0.01 0.07 -0.02
N 1.399 -2.122 0.614 -0.10 0.01 0.01 -0.07
C 1.333 -0.847 0.259 0.07 0.00 0.03 -0.15
N 1.852 -0.097 1.219 0.15 0.00 -0.07 -0.03
C 2.256 -1.000 2.158 -0.16 0.04 0.07 -0.15
N 1.994 -2.236 1.831 0.12 -0.04 -0.07 0.13
H -1.995 -5.837 2.456 0.00 0.00 0.00 0.09
H -1.500 -6.391 0.862 0.00 0.01 0.01 0.09
H -2.707 -5.098 1.033 0.02 -0.02 0.01 0.08
H -1.126 -3.837 3.476 0.00 0.01 0.00 0.09
H -2.042 -2.987 2.239 0.01 0.00 0.00 0.07
H -0.347 -2.571 2.548 0.03 0.02 0.01 0.07
H 0.345 -5.739 2.928 0.00 -0.01 0.00 0.09
H 1.411 -4.516 2.248 0.00 -0.01 -0.01 0.06
H 0.959 -5.940 1.284 0.00 0.00 0.00 0.09
H -1.119 -5.353 -1.090 -0.03 0.00 -0.01 0.10
H -2.473 -3.548 -0.219 0.02 0.03 -0.03 0.11
H -1.473 -3.129 -1.597 -0.02 0.00 -0.01 0.13
H -0.999 -0.996 -0.823 0.02 0.02 -0.02 0.09
H -1.295 -1.371 0.868 -0.03 -0.01 -0.03 0.10
H -2.849 -0.681 -2.414 -0.03 0.04 0.05 0.10
H -5.149 0.176 -2.672 0.01 0.00 0.01 0.11
H -5.848 -0.402 1.507 0.00 -0.01 0.00 0.10
H -3.548 -1.268 1.769 0.00 -0.01 0.01 0.11
H 1.031 -2.950 -1.233 0.00 0.01 0.01 0.15
H 1.766 -4.034 -0.057 0.02 -0.02 0.00 0.14
H 0.944 -0.468 -0.677 0.01 -0.01 0.00 0.08
H 2.727 -0.721 3.086 0.01 -0.01 -0.01 0.12
```
Positions in Å, forces in eV/Å.

The expectation value of S² is 3.774. The value obtained for the HOMO energy (spin up / spin down) is -4.06 / -6.19 eV. The value obtained for the energy relative to the best compared isomer or geometry (same formula, charge and spin) is 0.771 eV. The total charge is -1. As for the spin multiplicity: 4.